# 1
A structure of composition C16H27N3S4V at a distorted geometry. Source: the Open Molecules 2025 dataset; level of theory: ωB97M-V/def2-TZVPD.

- gap between HOMO and LUMO (alpha / beta) (eV) = 8.0885 / 8.4091

Structure (ORCA input):
```
! wB97M-V def2-TZVPD RIJCOSX def2/J DEFGRID3
* xyz 2 4
V -0.11 0.10 0.33
S 2.27 -0.62 0.28
S -1.18 1.70 1.75
C 3.55 0.11 1.36
C 2.55 0.37 -1.24
C 2.02 1.79 -1.11
N 0.57 1.81 -0.76
C 0.14 3.16 -0.24
C -1.20 3.01 0.45
H 2.10 -0.18 -2.09
H 3.63 0.37 -1.37
H 2.17 2.33 -2.06
H 2.59 2.34 -0.34
H 0.03 3.85 -1.09
H 0.91 3.57 0.42
H -2.00 2.73 -0.25
H -1.49 3.91 1.00
C 0.03 2.53 2.87
H 0.08 1.73 -1.65
H 1.05 2.55 2.47
H 0.02 1.99 3.82
H -0.35 3.54 3.03
H 3.60 -0.54 2.24
H 3.27 1.13 1.65
H 4.53 0.10 0.86
C -3.17 -0.07 -3.94
C -3.36 -1.13 -3.13
H -2.45 -0.08 -4.77
H -3.77 0.84 -3.84
H -2.75 -2.04 -3.22
H -4.15 -1.14 -2.37
C -0.16 -0.75 -3.21
C -0.35 -1.80 -2.19
N -0.55 -1.58 -0.89
C -0.67 -2.79 -0.17
C -0.59 -3.91 -0.96
S -0.33 -3.50 -2.62
C -0.68 -2.71 1.27
C -0.72 -3.79 2.15
S -0.67 -3.28 3.79
C -0.50 -1.60 3.24
N -0.51 -1.47 1.91
C -0.41 -0.53 4.25
H 0.77 -0.94 -3.76
H -0.99 -0.79 -3.91
H -0.16 0.26 -2.78
H -0.65 -4.92 -0.56
H -0.79 -4.82 1.83
H -0.58 -0.99 5.24
H 0.60 -0.08 4.24
H -1.21 0.22 4.07
*
```



# 2
A cluster of 2 separate species, C3H3NOS2 in total at a distorted geometry. Source: the Open Molecules 2025 dataset; level of theory: ωB97M-V/def2-TZVPD.

- energy above the lowest of the compared OMol25 structures with the same formula, charge and spin (eV) = 5.9353
- gap between HOMO and LUMO (alpha / beta) (eV) = 8.0089 / 7.7414

Structure (ORCA input):
```
! wB97M-V def2-TZVPD RIJCOSX def2/J DEFGRID3
* xyz 0 1
C 0.78 2.24 -0.85
C 0.14 -0.95 -0.43
C -1.32 -1.10 1.48
N 1.68 1.59 -1.25
O -0.46 -1.17 0.56
S 0.82 -1.75 -1.63
S -0.31 3.07 -0.10
H -2.35 -1.33 1.31
H -0.96 -1.33 2.60
H 1.98 0.73 -1.70
*
```



# 3
An isolated molecule of C5H7NO. Source: the Open Molecules 2025 dataset; level of theory: ωB97M-V/def2-TZVPD.

- SMILES string = C#C[C@H](C)C(N)=O
- energy above the lowest of the compared OMol25 structures with the same formula, charge and spin (eV) = 1.4825
- gap between HOMO and LUMO (eV) = 10.6465

Structure (ORCA input):
```
! wB97M-V def2-TZVPD RIJCOSX def2/J DEFGRID3
* xyz 0 1
C 1.18 0.89 1.03
C -0.82 -0.59 0.91
C -1.81 -0.91 1.52
O 0.02 1.56 -1.46
C 0.02 0.38 -1.18
N -0.28 -0.59 -2.09
C 0.40 -0.16 0.22
H 2.20 0.54 1.24
H 0.69 1.09 1.99
H 1.23 1.82 0.46
H -2.69 -1.17 2.08
H -0.67 -0.28 -2.97
H -0.47 -1.53 -1.80
H 1.02 -1.05 0.05
*
```



# 4
The ion CH4NO4Si with charge -1 at a distorted geometry. Source: the Open Molecules 2025 dataset; level of theory: ωB97M-V/def2-TZVPD.

- SMILES string = N[Si](O)(O)C(=O)[O-]
- energy above the lowest of the compared OMol25 structures with the same formula, charge and spin (eV) = 0.5971
- gap between HOMO and LUMO (eV) = 8.1022

Structure (ORCA input):
```
! wB97M-V def2-TZVPD RIJCOSX def2/J DEFGRID3
* xyz -1 1
C -1.85 -0.03 -0.08
N 1.28 -1.00 0.61
O -2.30 -1.05 0.44
O -2.44 0.72 -0.83
O 0.58 0.62 -1.49
O 0.79 1.47 1.17
Si 0.04 0.29 0.25
H 1.56 -1.11 -0.28
H 0.78 -1.85 0.77
H -0.08 0.83 -2.04
H 1.63 1.11 1.50
*
```



# 5
A cluster of 2 separate species, C3H8O in total at a distorted geometry. Source: the Open Molecules 2025 dataset; level of theory: ωB97M-V/def2-TZVPD.

- SMILES string = CC=O.C
- energy above the lowest of the compared OMol25 structures with the same formula, charge and spin (eV) = 0.6444
- gap between HOMO and LUMO (eV) = 10.9961

Structure (ORCA input):
```
! wB97M-V def2-TZVPD RIJCOSX def2/J DEFGRID3
* xyz 0 1
C 0.77 -0.96 -1.89
H 1.52 -0.63 -1.17
H 0.15 -0.10 -2.11
H 1.27 -1.24 -2.82
H 0.09 -1.72 -1.53
O -1.42 -0.19 0.05
C -0.59 0.52 0.54
C -0.41 0.76 2.00
H 0.02 1.16 -0.14
H -1.06 0.01 2.46
H 0.59 0.68 2.41
H -0.91 1.71 2.20
*
```



# 6
A structure of composition C8H7MgNO4 at a distorted geometry. Source: the Open Molecules 2025 dataset; level of theory: ωB97M-V/def2-TZVPD.

- energy above the lowest of the compared OMol25 structures with the same formula, charge and spin (eV) = 0.8034
- gap between HOMO and LUMO (eV) = 7.6667

Structure (ORCA input):
```
! wB97M-V def2-TZVPD RIJCOSX def2/J DEFGRID3
* xyz 2 1
Mg -0.01 0.05 -0.24
O 0.18 3.48 0.49
C 0.12 2.37 0.26
C -0.11 -2.34 0.11
O -0.16 -3.48 0.23
C 2.31 -0.09 0.09
O 3.45 -0.17 0.20
C -2.33 0.13 0.02
O -3.48 0.17 0.10
C 0.04 0.68 -4.31
H -0.86 1.28 -4.32
H 0.99 1.20 -4.30
C -0.03 -0.67 -4.37
H 0.88 -1.28 -4.41
H -0.99 -1.19 -4.43
C -0.02 -0.01 4.60
C 0.04 -0.07 3.13
N 0.03 -0.05 1.96
H -0.86 0.49 5.06
H 0.83 0.48 5.06
H -0.01 -0.98 5.10
*
```



# 7
A cluster of 5 separate species, C36H63N2O12PS4 in total at a distorted geometry. Source: the Open Molecules 2025 dataset; level of theory: ωB97M-V/def2-TZVPD.

- SMILES string = CCC[C@]1(COC)[C@@H](COCC)C(=O)N[C@]1(CC(=O)c1ccccc1)[PH2]=N.O=S1(=O)CCCC1.O=S1(=O)CCCC1.O=S1(=O)CCCC1.O=S1(=O)CCCC1
- gap between HOMO and LUMO (eV) = 8.6305

Structure (ORCA input):
```
! wB97M-V def2-TZVPD RIJCOSX def2/J DEFGRID3
* xyz 0 1
C -0.04 -6.58 -3.42
C -0.01 -5.05 -3.51
C -0.13 -4.30 -2.17
C -1.50 -4.32 -1.47
C -1.79 -5.63 -0.68
O -0.63 -6.42 -0.46
C -0.40 -6.78 0.88
C -2.76 -4.01 -2.29
C -3.32 -5.01 -3.32
O -3.96 -4.31 -4.38
C -3.21 -4.21 -5.57
C -2.32 -2.97 -5.67
C -3.76 -3.81 -1.13
O -4.88 -4.20 -1.05
N -3.06 -3.09 -0.11
C -1.56 -3.10 -0.45
C -0.85 -3.28 0.90
C -1.20 -2.19 1.94
O -2.18 -2.34 2.63
C -0.34 -0.98 2.14
C -0.92 0.13 2.75
C -0.20 1.29 2.94
C 1.12 1.34 2.55
C 1.74 0.24 1.98
C 1.00 -0.91 1.78
P -1.24 -1.41 -1.15
N 0.27 -0.97 -1.31
H 0.71 -6.96 -2.73
H 0.17 -6.99 -4.41
H -1.01 -6.97 -3.13
H -0.77 -4.68 -4.20
H 0.95 -4.76 -3.94
H 0.63 -4.72 -1.51
H 0.17 -3.27 -2.36
H -2.50 -6.25 -1.24
H -2.26 -5.42 0.28
H 0.34 -7.59 0.87
H 0.06 -5.97 1.46
H -1.29 -7.17 1.38
H -2.80 -3.05 -2.80
H -2.59 -5.73 -3.69
H -4.11 -5.59 -2.84
H -2.62 -5.12 -5.76
H -3.94 -4.15 -6.38
H -1.51 -3.15 -6.38
H -2.90 -2.13 -6.07
H -1.86 -2.68 -4.73
H -3.37 -2.12 -0.11
H -1.12 -4.21 1.38
H 0.24 -3.26 0.78
H -1.96 0.10 3.07
H -0.65 2.16 3.40
H 1.70 2.25 2.66
H 2.77 0.24 1.66
H 1.45 -1.78 1.33
H -1.90 -0.52 -0.26
H -1.87 -1.30 -2.40
H 0.88 -1.72 -1.02
C 3.51 3.68 7.32
C 4.78 4.10 6.58
C 4.80 3.37 5.23
S 3.07 3.07 4.81
O 2.84 1.65 4.82
O 2.70 3.90 3.68
C 2.38 3.78 6.30
H 3.32 4.31 8.19
H 3.61 2.65 7.67
H 4.76 5.18 6.40
H 5.68 3.87 7.15
H 5.26 3.96 4.44
H 5.28 2.40 5.30
H 1.49 3.22 6.58
H 2.13 4.81 6.09
C -6.04 -6.91 -8.41
C -7.09 -5.99 -9.06
C -6.34 -5.01 -9.97
S -4.84 -5.86 -10.50
O -3.70 -5.17 -9.95
O -4.93 -6.16 -11.90
C -5.12 -7.35 -9.55
H -6.50 -7.77 -7.92
H -5.47 -6.36 -7.66
H -7.78 -6.59 -9.65
H -7.67 -5.46 -8.31
H -6.91 -4.74 -10.85
H -6.03 -4.12 -9.43
H -4.16 -7.74 -9.21
H -5.61 -8.07 -10.20
C 0.83 7.63 0.17
C 1.61 6.38 0.60
C 0.99 5.87 1.90
S -0.74 6.37 1.86
O -0.97 7.32 2.92
O -1.58 5.21 1.70
C -0.65 7.26 0.31
H 1.07 7.93 -0.85
H 1.06 8.46 0.84
H 1.53 5.62 -0.18
H 2.67 6.60 0.73
H 1.04 4.79 1.98
H 1.44 6.32 2.78
H -1.31 8.12 0.34
H -0.96 6.58 -0.48
C 5.96 10.23 6.81
C 6.79 9.52 7.89
C 6.43 8.03 7.84
S 5.93 7.69 6.15
O 4.53 7.34 6.14
O 6.92 6.85 5.51
C 6.09 9.37 5.56
H 6.31 11.25 6.64
H 4.91 10.28 7.12
H 7.85 9.65 7.68
H 6.60 9.94 8.88
H 7.28 7.39 8.09
H 5.59 7.80 8.49
H 5.33 9.56 4.81
H 7.08 9.47 5.11
*
```



# 8
A structure of composition C26H50AlBeBrCl6F4O4S at a distorted geometry. Source: the Open Molecules 2025 dataset; level of theory: ωB97M-V/def2-TZVPD.

- gap between HOMO and LUMO (eV) = 2.1604

Structure (ORCA input):
```
! wB97M-V def2-TZVPD RIJCOSX def2/J DEFGRID3
* xyz 0 1
C -2.24 4.65 2.64
C -0.97 3.67 2.46
C -1.21 2.17 3.08
C 0.21 1.42 3.00
C 0.33 0.09 3.90
C -1.03 -0.45 4.54
C -2.05 -1.21 3.54
C -1.41 -2.22 2.36
C -2.74 -2.93 1.80
C -3.39 -2.28 0.48
C -2.90 -0.79 0.21
C -4.22 0.11 -0.14
S -3.53 1.80 -0.60
O -4.19 2.76 0.39
O -3.87 2.20 -2.02
O -1.87 1.83 -0.30
C -1.17 0.78 -1.03
C -1.95 -0.63 -1.15
C -1.02 -1.92 -1.56
C 0.08 -1.56 -2.72
C 1.55 -2.14 -2.34
C 2.59 -1.88 -3.58
C 3.80 -3.02 -3.77
C 5.25 -2.30 -3.61
C 5.70 -2.29 -2.07
C 6.02 -3.81 -1.58
O 5.72 -3.94 -0.19
C 4.36 -4.38 -0.05
H -2.53 5.01 1.57
H -1.91 5.60 3.22
H -3.13 4.17 3.19
H -0.08 4.15 3.04
H -0.66 3.65 1.36
H -2.02 1.68 2.40
H -1.59 2.35 4.15
H 1.01 2.18 3.38
H 0.45 1.26 1.88
H 1.03 0.38 4.83
H 0.93 -0.69 3.29
H -0.72 -1.24 5.34
H -1.61 0.36 5.11
H -2.69 -1.89 4.22
H -2.76 -0.44 3.07
H -0.71 -3.00 2.87
H -0.82 -1.56 1.63
H -3.51 -3.02 2.67
H -2.48 -4.04 1.54
H -4.54 -2.26 0.68
H -3.28 -2.99 -0.43
H -2.42 -0.26 1.10
H -4.82 0.20 0.85
H -4.85 -0.35 -1.00
H -1.04 1.18 -2.11
H -0.09 0.58 -0.65
H -2.71 -0.53 -2.03
H -1.75 -2.69 -2.02
H -0.48 -2.47 -0.71
H -0.22 -2.17 -3.67
H 0.08 -0.45 -3.03
H 1.93 -1.78 -1.30
H 1.42 -3.29 -2.20
H 1.99 -1.93 -4.55
H 3.02 -0.82 -3.42
H 3.71 -3.46 -4.84
H 3.70 -3.91 -3.05
H 5.15 -1.21 -3.97
H 6.07 -2.81 -4.24
H 6.67 -1.67 -1.95
H 4.89 -1.83 -1.39
H 5.47 -4.59 -2.22
H 7.16 -4.00 -1.69
H 4.30 -5.00 0.92
H 3.99 -5.03 -0.94
H 3.66 -3.46 0.06
F -4.60 8.44 2.83
Al -3.01 9.10 2.41
F -3.17 10.21 1.02
F -1.90 7.77 1.98
F -2.35 9.99 3.80
Be 1.55 -3.97 -4.18
Cl 3.52 -1.66 -7.13
C 2.27 -0.72 -7.98
C 1.36 0.02 -7.03
Cl 0.32 -1.09 -6.10
H 1.71 -1.41 -8.62
H 2.79 -0.01 -8.62
H 0.69 0.68 -7.59
H 1.92 0.63 -6.32
Br 2.12 -0.93 4.53
C -2.46 4.26 6.86
Cl -0.72 3.98 6.63
Cl -2.75 4.78 8.54
Cl -3.01 5.53 5.75
Cl -3.35 2.76 6.54
*
```



# 9
A cluster of 2 separate species, CH2S3 in total at a distorted geometry. Source: the Open Molecules 2025 dataset; level of theory: ωB97M-V/def2-TZVPD.

- energy above the lowest of the compared OMol25 structures with the same formula, charge and spin (eV) = 0.2214
- gap between HOMO and LUMO (eV) = 9.4895

Structure (ORCA input):
```
! wB97M-V def2-TZVPD RIJCOSX def2/J DEFGRID3
* xyz 0 1
C -1.55 0.60 0.31
S -1.69 0.65 1.84
S 1.56 -0.60 0.40
S -1.41 0.61 -1.24
H 1.12 -1.35 -0.65
H 1.97 0.10 -0.66
*
```



# 10
An isolated molecule of C6H10FI at a distorted geometry. Source: the Open Molecules 2025 dataset; level of theory: ωB97M-V/def2-TZVPD.

- energy above the lowest of the compared OMol25 structures with the same formula, charge and spin (eV) = 4.2919
- gap between HOMO and LUMO (alpha / beta) (eV) = 8.0961 / 8.0969

Structure (ORCA input):
```
! wB97M-V def2-TZVPD RIJCOSX def2/J DEFGRID3
* xyz 0 1
C 1.32 3.48 -0.30
C 1.26 2.19 -0.05
C -0.19 1.67 -0.07
C 1.26 -3.74 0.93
C 1.22 -2.17 0.86
C 1.89 -1.42 -0.42
F 0.97 -1.63 -1.43
I 2.56 0.61 -0.27
H 2.20 4.00 -0.20
H 0.42 4.08 -0.31
H -0.71 2.08 0.82
H -0.75 2.07 -0.86
H -0.38 0.52 -0.04
H 2.23 -4.05 1.11
H 0.77 -4.21 1.82
H 0.71 -4.13 0.03
H 0.23 -1.96 1.00
H 1.69 -1.88 1.81
*
```



# 11
A structure of composition C16H29AsO3PSeW at a distorted geometry. Source: the Open Molecules 2025 dataset; level of theory: ωB97M-V/def2-TZVPD.

- gap between HOMO and LUMO (eV) = 7.1122

Structure (ORCA input):
```
! wB97M-V def2-TZVPD RIJCOSX def2/J DEFGRID3
* xyz 1 1
W 0.88 -0.05 -1.06
C -2.22 1.93 2.94
C -1.38 0.90 2.24
O -0.14 1.56 1.82
P 1.06 0.71 1.24
O 1.41 -0.25 2.42
C 1.81 -1.66 2.25
C 1.26 -2.44 3.40
O 2.18 1.81 1.08
C 2.59 2.70 2.17
C 1.98 4.06 1.98
H -3.20 1.51 3.16
H -2.36 2.81 2.31
H -1.76 2.24 3.88
H -1.87 0.50 1.36
H -1.12 0.07 2.90
H 2.90 -1.67 2.23
H 1.44 -2.02 1.30
H 1.72 -2.15 4.35
H 1.45 -3.51 3.24
H 0.18 -2.30 3.49
H 3.67 2.73 2.11
H 2.30 2.25 3.12
H 2.22 4.46 1.00
H 2.39 4.75 2.73
H 0.90 4.03 2.10
C 1.64 2.28 -3.88
As 0.24 1.16 -3.16
C -0.93 2.46 -2.30
C -0.72 0.61 -4.72
H 1.21 2.99 -4.58
H 2.37 1.65 -4.40
H 2.15 2.80 -3.07
H -1.06 3.32 -2.96
H -0.48 2.82 -1.37
H -1.88 2.00 -2.09
H -0.92 1.50 -5.31
H -1.64 0.12 -4.44
H -0.10 -0.08 -5.29
Se 2.83 -1.13 -1.47
C -0.51 -1.26 -0.96
C -1.14 -2.57 -0.94
C -0.39 -3.73 -1.10
C -1.01 -4.97 -1.05
C -2.38 -5.06 -0.85
C -3.14 -3.91 -0.69
C -2.52 -2.67 -0.73
H 0.68 -3.65 -1.26
H -0.42 -5.87 -1.18
H -2.86 -6.03 -0.82
H -4.20 -3.97 -0.53
H -3.10 -1.76 -0.61
*
```



# 12
The ion C3H2N2S2 with charge -2 at a distorted geometry. Source: the Open Molecules 2025 dataset; level of theory: ωB97M-V/def2-TZVPD.

- energy above the lowest of the compared OMol25 structures with the same formula, charge and spin (eV) = 0.0000
- gap between HOMO and LUMO (eV) = 3.7581

Structure (ORCA input):
```
! wB97M-V def2-TZVPD RIJCOSX def2/J DEFGRID3
* xyz -2 1
C -0.14 0.58 1.15
C 0.54 -1.44 0.33
C 0.09 0.14 -1.18
N 0.17 -0.75 1.31
N -0.31 0.94 -0.22
S 1.16 -2.92 -0.02
S 0.08 0.65 -2.80
H -0.97 0.92 1.79
H -0.64 1.89 -0.38
*
```



# 13
A structure of composition C31H37CdN5 at a distorted geometry. Source: the Open Molecules 2025 dataset; level of theory: ωB97M-V/def2-TZVPD.

- gap between HOMO and LUMO (alpha / beta) (eV) = 2.2505 / 2.2499

Structure (ORCA input):
```
! wB97M-V def2-TZVPD RIJCOSX def2/J DEFGRID3
* xyz -2 1
Cd -0.54 -0.43 0.57
N -0.45 -3.16 2.41
N 1.94 -2.17 0.27
C 0.47 2.58 1.25
C 1.81 2.11 1.35
C 1.95 1.44 2.59
C 3.16 0.75 3.07
H 4.06 1.20 2.63
H 3.15 -0.32 2.79
H 3.24 0.81 4.16
C 0.71 1.53 3.28
C 0.40 0.96 4.61
H -0.13 1.69 5.24
H 1.31 0.66 5.12
H -0.25 0.07 4.53
C -0.20 2.24 2.45
C -1.60 2.58 2.82
H -2.18 1.68 3.10
H -2.12 3.08 2.00
H -1.62 3.26 3.69
C 2.88 2.26 0.35
H 3.77 2.75 0.79
H 2.55 2.86 -0.51
H 3.22 1.28 -0.02
C -0.10 3.33 0.10
H -1.19 3.21 0.03
H 0.33 3.00 -0.85
H 0.10 4.41 0.20
C -1.64 -3.76 2.51
H -2.29 -3.44 3.33
C -2.07 -4.76 1.63
H -3.03 -5.24 1.81
C -1.26 -5.10 0.54
H -1.56 -5.87 -0.18
C -0.03 -4.47 0.42
H 0.67 -4.69 -0.39
C 0.38 -3.53 1.41
C 1.65 -2.89 1.36
H 2.38 -2.94 2.16
C 0.94 -1.53 -0.48
C 3.19 -1.98 -0.33
H 4.10 -2.35 0.11
C 2.96 -1.39 -1.51
H 3.63 -1.16 -2.31
N 1.61 -1.09 -1.59
C 0.94 -0.35 -2.60
C 1.57 0.77 -3.19
C 0.77 1.66 -3.91
H 1.22 2.54 -4.37
C -0.60 1.43 -4.09
C -1.43 2.40 -4.85
H -2.28 2.75 -4.25
H -1.83 1.94 -5.77
H -0.83 3.27 -5.14
C -1.17 0.27 -3.58
H -2.22 0.05 -3.80
C -0.41 -0.65 -2.85
C -1.07 -1.93 -2.41
H -0.61 -2.81 -2.88
H -2.13 -1.89 -2.71
H -1.07 -2.11 -1.32
C 3.03 1.07 -3.09
H 3.61 0.40 -3.74
H 3.43 0.99 -2.07
H 3.24 2.09 -3.43
N -4.61 0.53 -0.24
C -4.87 -0.28 0.86
C -3.67 -0.64 1.36
N -2.66 -0.07 0.57
C -3.27 0.64 -0.38
H -5.29 0.98 -0.85
H -5.87 -0.52 1.19
H -3.41 -1.25 2.22
H -2.80 1.23 -1.17
*
```